ORCA calculation (the ωB97M-V functional and the def2-TZVPD basis) on 7 unconnected molecules or ions with the total composition C24H72N6O10P at a distorted geometry.

## Properties
Relative energy (zero: lowest compared OMol25 entry of this formula, charge and spin) ... 97.24 kJ/mol
Charge ... +3
HOMO-LUMO gap ... 9.6 eV

Each line ends with the Mulliken charge.
Element x y z (Å)
P 0.400 0.078 0.093  2.50
O 0.243 -0.506 1.541  -1.54
O -0.803 1.073 -0.135  -1.41
O 0.368 -1.024 -0.995  -1.08
O 1.745 0.836 -0.020  -1.06
C 4.868 0.689 -1.572  -1.27
C 4.187 -0.281 -2.534  0.42
C 4.559 -1.733 -2.303  -0.69
O 3.600 -2.594 -2.852  -0.37
C 3.780 -3.924 -2.444  -0.67
N 2.704 -0.131 -2.429  0.26
H 2.320 0.279 -1.529  -0.20
H 2.289 0.338 -3.240  0.42
H 2.153 -1.005 -2.506  0.24
H 4.657 0.474 -0.524  0.09
H 4.544 1.705 -1.798  0.37
H 5.950 0.652 -1.690  0.48
H 4.546 -0.010 -3.526  0.31
H 4.698 -1.940 -1.230  0.25
H 5.542 -1.916 -2.751  0.46
H 4.791 -4.344 -2.490  0.36
H 3.107 -4.600 -2.963  0.31
H 3.545 -3.988 -1.366  0.15
C 4.017 -1.501 2.628  -1.36
C 3.413 -0.412 3.478  0.76
C 4.368 0.399 4.288  -1.11
O 3.660 1.073 5.309  -0.36
C 4.474 2.081 5.902  -0.75
N 2.583 0.505 2.596  0.29
H 1.572 0.282 2.453  0.05
H 2.472 1.465 2.937  0.47
H 2.853 0.556 1.600  -0.07
H 4.711 -2.101 3.217  0.49
H 4.603 -1.214 1.750  0.31
H 3.253 -2.165 2.215  0.21
H 2.633 -0.808 4.129  0.27
H 5.018 1.084 3.729  0.41
H 5.071 -0.283 4.784  0.49
H 5.429 1.728 6.304  0.31
H 3.968 2.570 6.728  0.26
H 4.715 2.801 5.114  0.34
C 0.881 -5.182 1.446  -1.66
C 0.490 -4.353 0.233  1.07
C -0.298 -5.116 -0.800  -0.94
O -0.497 -4.306 -1.931  -0.16
C -1.298 -4.966 -2.902  -0.92
N -0.225 -3.097 0.686  0.13
H -1.212 -3.336 0.749  0.39
H 0.082 -2.511 1.481  0.38
H -0.042 -2.405 -0.086  -0.13
H 0.154 -5.789 1.988  0.39
H 1.412 -4.610 2.211  0.37
H 1.635 -5.911 1.130  0.45
H 1.425 -3.981 -0.183  -0.31
H -1.260 -5.430 -0.369  0.42
H 0.186 -6.062 -1.062  0.50
H -2.200 -5.388 -2.450  0.40
H -0.712 -5.793 -3.322  0.33
H -1.556 -4.330 -3.745  0.27
C -1.575 2.376 3.550  -1.16
C -2.725 1.508 3.099  0.23
C -3.767 2.231 2.232  -0.43
O -4.680 1.338 1.678  -0.39
C -5.558 1.958 0.726  -0.57
N -2.198 0.416 2.221  0.46
H -1.973 0.784 1.272  -0.12
H -1.282 0.004 2.486  0.12
H -2.706 -0.470 2.212  0.43
H -1.234 3.027 2.741  0.07
H -0.723 1.796 3.898  0.42
H -1.942 3.027 4.344  0.42
H -3.309 1.109 3.927  0.40
H -3.235 2.879 1.519  -0.04
H -4.301 2.943 2.876  0.60
H -4.953 2.477 -0.025  0.17
H -6.255 2.653 1.188  0.36
H -6.017 1.102 0.240  0.23
C -0.262 3.598 -3.023  -1.25
C -0.012 4.312 -1.702  0.26
C -1.264 4.587 -0.913  -0.31
O -0.789 5.503 0.096  -0.43
C -1.740 5.780 1.104  -0.61
N 0.927 3.443 -0.897  0.13
H 1.771 3.190 -1.406  0.41
H 1.193 3.875 -0.008  0.46
H 0.481 2.543 -0.613  -0.76
H 0.507 3.827 -3.762  0.37
H -1.210 3.802 -3.518  0.40
H -0.271 2.511 -2.877  0.14
H 0.564 5.224 -1.842  0.56
H -1.676 3.726 -0.380  -0.28
H -2.038 5.089 -1.494  0.64
H -1.302 6.549 1.739  0.31
H -1.965 4.957 1.786  0.11
H -2.664 6.185 0.688  0.36
C -3.839 1.180 -2.642  -1.21
C -3.514 -0.288 -2.383  0.46
C -4.132 -1.227 -3.403  -0.56
O -5.518 -1.187 -3.115  -0.37
C -5.965 -2.162 -2.151  -0.74
N -1.996 -0.387 -2.316  0.65
H -1.576 -1.321 -2.252  0.22
H -1.563 -0.006 -3.163  0.44
H -1.582 0.178 -1.544  -0.57
H -3.473 1.464 -3.630  0.42
H -3.365 1.824 -1.896  0.06
H -4.911 1.333 -2.553  0.42
H -3.760 -0.566 -1.357  0.19
H -3.707 -2.235 -3.405  0.35
H -4.045 -0.849 -4.422  0.37
H -6.279 -3.017 -2.759  0.32
H -6.893 -1.735 -1.775  0.27
H -5.269 -2.476 -1.374  0.31

Atomic forces in eV per Å
P -0.547 0.082 0.300
O 0.257 -0.102 -0.399
O 0.424 -0.263 -0.353
O -0.223 -0.106 0.502
O 0.101 0.209 -0.260
C -0.005 -0.124 0.020
C 0.435 0.026 0.217
C 0.677 -0.412 0.508
O -0.002 0.337 -0.566
C -0.151 -0.894 1.435
N -1.476 -0.349 -0.896
H 0.399 0.278 0.218
H 0.484 0.586 0.266
H 0.838 -0.401 0.464
H -0.196 -0.077 -0.042
H 0.083 0.063 0.064
H -0.013 -0.027 -0.141
H -0.645 0.019 -0.248
H -0.276 0.064 0.064
H -0.002 0.073 -0.057
H 0.136 0.503 -0.598
H -0.066 0.310 -0.281
H -0.123 -0.033 -0.118
C 0.315 -0.775 -0.428
C -1.188 0.497 -0.712
C 0.886 -0.249 1.382
O -0.107 0.158 -0.256
C 0.403 0.466 -0.282
N -0.671 1.121 -0.551
H 0.053 -1.228 0.051
H 0.859 -0.117 0.309
H 0.189 0.099 0.114
H -0.214 -0.063 0.163
H -0.033 0.694 0.210
H -0.115 -0.005 0.263
H 0.460 -0.309 0.363
H -0.341 0.085 -0.395
H 0.002 -0.183 -0.203
H -0.122 -0.474 -0.120
H -0.400 -0.120 -0.169
H 0.018 0.273 0.233
C 0.984 -0.915 0.287
C 1.041 0.046 1.657
C -0.559 0.089 0.051
O -0.307 0.590 -0.009
C 0.399 -0.932 -0.189
N -0.290 -0.401 -1.344
H -0.068 0.414 0.182
H 0.217 -0.574 0.138
H -0.550 0.411 -0.404
H -0.567 0.335 -0.405
H -0.163 0.350 -0.166
H -0.110 0.009 -0.125
H -0.053 -0.004 -0.331
H -0.156 0.119 0.057
H 0.406 0.095 0.057
H -0.082 0.122 -0.032
H -0.183 -0.071 0.005
H 0.083 0.415 0.285
C -0.345 0.525 -0.077
C -1.041 -0.295 -0.771
C 0.127 1.241 1.051
O 0.425 -0.043 -0.268
C 0.809 -0.674 -0.098
N 0.762 -1.148 0.660
H -0.014 -0.273 -0.258
H 0.447 0.829 -0.016
H -1.006 0.710 -0.414
H 0.040 -0.107 -0.073
H -0.106 -0.060 0.222
H 0.245 -0.029 0.108
H 0.492 -0.508 0.116
H -0.083 -0.375 -0.538
H 0.080 0.020 0.110
H -0.074 0.178 0.021
H -0.153 -0.129 0.062
H -0.557 0.298 -0.003
C 0.196 -0.570 -0.537
C 0.054 -0.656 -0.724
C 0.720 1.338 1.632
O -0.230 -0.738 -0.063
C 0.061 0.870 0.430
N -0.554 -0.383 0.644
H 0.035 0.139 0.020
H 0.004 0.318 -0.212
H -0.184 -0.069 -0.154
H 0.073 -0.025 0.092
H -0.063 0.459 0.337
H 0.077 0.019 0.132
H -0.420 0.297 -0.099
H -0.014 -0.431 -0.442
H 0.019 -0.175 -0.334
H -0.003 0.088 -0.144
H 0.026 -0.436 -0.353
H -0.076 -0.103 -0.072
C 0.111 -0.296 0.377
C 1.323 0.426 0.526
C -0.925 0.256 0.104
O 0.772 -0.331 0.488
C -1.182 0.032 -1.613
N 0.449 0.070 -1.208
H -0.271 -0.022 0.391
H -0.251 0.049 -0.016
H -0.013 0.112 0.493
H -0.232 0.091 -0.090
H 0.085 -0.070 0.013
H -0.044 -0.013 -0.313
H -0.605 -0.133 -0.146
H -0.039 -0.134 0.279
H 0.268 0.182 -0.019
H 0.222 -0.317 0.426
H 0.212 -0.099 0.520
H 0.207 0.369 0.016